[1]
{
  "formula": "C37H45Cl2N2OP3SeV",
  "method": "ωB97M-V/def2-TZVPD",
  "homo_ev": [-12.4, -12.4],
  "s2": 0.80,
  "charge": 2,
  "spin_multiplicity": 2,
  "gap_ev": [5.293, 5.528],
  "elements": ["P", "C", "C", "H", "C", "H", "C", "H", "C", "H", "C", "H", "C", "C", "H", "C", "H", "C", "H", "C", "H", "C", "H", "C", "C", "H", "C", "H", "C", "H", "C", "H", "C", "H", "V", "C", "C", "H", "C", "O", "H", "C", "H", "C", "Cl", "Cl", "P", "C", "H", "H", "H", "C", "H", "H", "H", "C", "H", "H", "H", "P", "C", "C", "H", "H", "H", "H", "H", "H", "C", "H", "H", "H", "H", "C", "N", "C", "Se", "N", "C", "C", "C", "C", "C", "C", "H", "H", "H", "H", "H", "H", "H", "H"],
  "xyz": [[1.358, 1.168, -3.182], [3.018, 1.341, -3.978], [3.399, 0.711, -5.173], [2.722, 0.014, -5.668], [4.649, 0.980, -5.745], [4.925, 0.480, -6.673], [5.534, 1.870, -5.137], [6.505, 2.080, -5.593], [5.163, 2.491, -3.938], [5.852, 3.185, -3.460], [3.924, 2.225, -3.352], [3.642, 2.705, -2.411], [0.683, -0.179, -4.252], [1.006, -1.498, -3.872], [1.573, -1.670, -2.953], [0.627, -2.573, -4.678], [0.894, -3.589, -4.389], [-0.095, -2.360, -5.858], [-0.391, -3.203, -6.486], [-0.427, -1.056, -6.228], [-0.993, -0.872, -7.142], [-0.040, 0.030, -5.436], [-0.300, 1.042, -5.750], [0.538, 2.604, -4.016], [1.089, 3.325, -5.088], [2.095, 3.099, -5.446], [0.354, 4.341, -5.711], [0.804, 4.890, -6.538], [-0.936, 4.652, -5.280], [-1.512, 5.436, -5.781], [-1.483, 3.947, -4.200], [-2.488, 4.190, -3.859], [-0.753, 2.943, -3.557], [-1.178, 2.422, -2.694], [0.298, -0.254, 2.026], [-1.544, -1.238, 1.824], [-2.032, -1.483, 0.597], [-2.093, -1.573, 2.714], [-1.198, -0.996, -0.577], [-2.047, -0.106, -1.343], [-1.521, 0.305, -2.057], [0.019, -0.301, -0.096], [-0.895, -1.862, -1.200], [1.081, 0.387, -0.113], [-0.101, -1.020, 4.340], [2.347, 0.669, 2.623], [1.529, -2.431, 2.221], [2.391, -2.808, 3.785], [1.654, -3.018, 4.566], [2.975, -1.934, 4.085], [3.057, -3.670, 3.659], [0.546, -3.940, 1.922], [0.016, -3.846, 0.966], [-0.200, -4.046, 2.720], [1.189, -4.832, 1.896], [2.871, -2.478, 0.992], [3.539, -1.629, 1.181], [2.446, -2.372, -0.013], [3.420, -3.426, 1.075], [-3.682, -2.199, 0.298], [-4.273, -3.089, 1.731], [-3.581, -3.323, -1.096], [-4.364, -2.414, 2.590], [-3.599, -3.919, 1.977], [-5.264, -3.493, 1.477], [-3.171, -2.802, -1.969], [-4.597, -3.677, -1.311], [-2.943, -4.180, -0.844], [-4.808, -0.857, -0.072], [-4.999, -0.286, 0.844], [-5.745, -1.286, -0.450], [-4.344, -0.203, -0.820], [1.867, 0.876, -0.684], [-2.914, 1.006, 5.386], [-1.648, 1.701, 5.465], [-0.833, 2.006, 4.408], [-1.205, 1.744, 2.612], [0.339, 2.428, 4.972], [0.306, 2.302, 6.365], [1.283, 2.458, 7.342], [0.931, 2.106, 8.655], [-0.366, 1.650, 8.970], [-1.348, 1.535, 7.976], [-0.966, 1.853, 6.676], [-3.344, 1.177, 4.395], [-3.566, 1.411, 6.164], [-2.795, -0.073, 5.552], [1.164, 2.638, 4.421], [2.265, 2.848, 7.065], [1.667, 2.173, 9.466], [-0.598, 1.387, 9.999], [-2.371, 1.234, 8.173]],
  "mulliken_spin": [0.013, 0.000, 0.001, 0.000, 0.000, 0.000, 0.001, 0.000, 0.000, 0.000, 0.001, 0.000, 0.000, -0.001, 0.001, -0.001, 0.000, 0.001, 0.000, 0.000, 0.000, 0.001, 0.000, 0.001, 0.001, 0.000, 0.000, 0.000, 0.001, 0.000, 0.000, 0.000, 0.000, 0.000, 1.187, -0.010, -0.057, -0.003, -0.037, 0.003, 0.000, -0.029, 0.002, 0.082, -0.021, 0.048, -0.069, 0.000, 0.000, 0.000, -0.001, 0.000, 0.000, 0.000, -0.002, -0.004, 0.001, 0.000, -0.002, 0.000, -0.001, 0.001, 0.000, 0.000, 0.000, 0.000, 0.000, 0.000, 0.000, 0.000, 0.000, 0.000, -0.011, -0.001, -0.008, 0.004, -0.084, -0.004, -0.001, 0.000, -0.002, -0.002, 0.000, -0.003, 0.000, 0.000, 0.000, 0.002, 0.000, 0.000, 0.000, 0.000]
}



[2]
{
  "formula": "C37H45CoN11O2S2",
  "method": "ωB97M-V/def2-TZVPD",
  "relative_energy_kcal_mol": 13.52,
  "homo_ev": [-6.4, -6.4],
  "s2": 0.81,
  "spin_multiplicity": 2,
  "gap_ev": [6.586, 6.550],
  "elements": ["Co", "C", "C", "C", "C", "C", "C", "C", "S", "O", "O", "N", "C", "C", "C", "C", "C", "C", "C", "C", "N", "C", "H", "H", "H", "H", "H", "H", "H", "H", "H", "H", "H", "H", "H", "S", "C", "N", "C", "C", "N", "H", "H", "H", "H", "H", "H", "N", "C", "N", "N", "C", "N", "H", "H", "H", "H", "C", "C", "C", "C", "N", "N", "H", "H", "H", "H", "H", "H", "H", "H", "H", "H", "H", "H", "C", "C", "C", "C", "C", "C", "N", "C", "C", "C", "C", "C", "C", "H", "H", "H", "H", "H", "H", "H", "H", "H", "H"],
  "xyz": [[-0.062, 0.111, -0.009], [0.793, 7.018, 1.011], [0.862, 5.596, 1.509], [-0.294, 4.939, 1.937], [-0.255, 3.611, 2.325], [0.960, 2.932, 2.301], [2.125, 3.570, 1.914], [2.066, 4.899, 1.515], [1.034, 1.253, 2.813], [2.306, 0.736, 2.386], [0.753, 1.222, 4.227], [-0.109, 0.502, 1.975], [-1.346, 0.120, 2.537], [-1.971, 0.547, 3.690], [-3.206, -0.004, 4.104], [-3.839, -0.977, 3.393], [-3.241, -1.431, 2.196], [-3.801, -2.447, 1.391], [-3.163, -2.852, 0.257], [-1.962, -2.219, -0.100], [-1.420, -1.265, 0.609], [-2.024, -0.869, 1.770], [0.101, 7.616, 1.607], [0.443, 7.040, -0.026], [1.774, 7.495, 1.037], [-1.241, 5.473, 1.945], [-1.163, 3.102, 2.637], [3.059, 3.020, 1.915], [2.972, 5.401, 1.191], [-1.490, 1.279, 4.318], [-3.649, 0.361, 5.023], [-4.776, -1.409, 3.723], [-4.737, -2.900, 1.695], [-3.556, -3.644, -0.366], [-1.434, -2.530, -0.993], [1.026, -3.684, 0.630], [2.364, -3.213, 1.540], [2.366, -2.216, 2.438], [3.693, -1.935, 2.979], [4.485, -3.178, 2.535], [3.599, -3.754, 1.518], [1.669, -1.484, 2.374], [3.660, -1.833, 4.060], [4.093, -1.018, 2.553], [4.644, -3.873, 3.360], [5.452, -2.915, 2.112], [3.742, -4.648, 1.085], [-1.503, 2.712, -3.979], [-2.667, 3.025, -3.389], [-3.479, 3.891, -4.021], [-3.050, 2.553, -2.234], [-2.282, 1.689, -1.614], [-1.669, 0.909, -1.024], [-1.126, 3.340, -4.667], [-0.819, 2.245, -3.402], [-3.363, 4.058, -5.003], [-4.400, 4.001, -3.634], [1.245, -2.814, -3.921], [1.195, -1.294, -4.036], [2.422, -0.790, -4.785], [-0.068, -0.860, -4.785], [1.289, -0.709, -2.689], [0.304, -1.127, -1.768], [1.345, -3.263, -4.912], [0.339, -3.221, -3.461], [2.104, -3.113, -3.312], [2.484, -1.251, -5.776], [3.326, -1.031, -4.221], [2.378, 0.297, -4.916], [-0.128, -1.341, -5.765], [-0.044, 0.222, -4.941], [-0.980, -1.125, -4.240], [1.291, 0.302, -2.704], [0.584, -2.035, -1.402], [-0.604, -1.216, -2.218], [0.310, 4.775, -2.933], [1.348, 3.937, -3.330], [1.711, 2.832, -2.565], [1.050, 2.516, -1.355], [0.004, 3.373, -0.982], [-0.355, 4.474, -1.748], [1.352, 1.382, -0.591], [2.711, 1.011, -0.516], [3.737, 1.965, -0.587], [5.078, 1.601, -0.573], [5.452, 0.266, -0.494], [4.447, -0.688, -0.373], [3.111, -0.322, -0.354], [0.038, 5.644, -3.521], [1.889, 4.142, -4.248], [2.531, 2.203, -2.893], [-0.512, 3.169, -0.054], [-1.167, 5.110, -1.407], [3.473, 3.016, -0.649], [5.837, 2.373, -0.637], [6.497, -0.022, -0.511], [4.705, -1.741, -0.318], [2.359, -1.089, -0.226]],
  "mulliken_spin": [1.075, 0.000, 0.000, 0.000, 0.001, -0.004, 0.001, 0.000, 0.014, -0.001, -0.001, -0.065, -0.005, 0.008, -0.004, 0.006, -0.001, 0.001, -0.002, 0.005, -0.016, 0.020, 0.000, 0.000, 0.000, 0.000, 0.001, 0.000, 0.000, 0.001, 0.000, 0.000, 0.000, 0.000, -0.001, 0.000, -0.008, -0.003, 0.000, 0.000, 0.000, 0.010, 0.000, 0.000, 0.000, 0.000, 0.000, 0.000, 0.001, 0.000, -0.001, -0.003, 0.038, 0.000, 0.000, 0.000, 0.000, 0.001, 0.000, 0.000, 0.000, 0.002, -0.004, 0.000, 0.000, 0.000, 0.000, 0.000, 0.000, 0.000, 0.000, 0.000, -0.002, -0.013, -0.002, -0.001, 0.000, -0.006, 0.007, -0.001, 0.000, -0.046, -0.001, -0.002, 0.001, 0.000, 0.009, 0.052, 0.000, 0.000, 0.000, 0.001, 0.000, 0.000, 0.000, 0.000, 0.000, -0.063]
}